{"formula": "C81H85ClGe2NNiO2PS4", "method": "ωB97M-V with the def2-TZVPD basis set", "species": ["Ni", "Cl", "C", "C", "C", "C", "C", "C", "P", "C", "C", "C", "C", "C", "C", "C", "C", "C", "C", "C", "C", "H", "H", "H", "H", "H", "H", "H", "H", "H", "H", "H", "H", "H", "H", "C", "C", "C", "C", "C", "C", "C", "C", "C", "C", "C", "C", "C", "C", "C", "Ge", "S", "S", "Ge", "S", "S", "C", "C", "C", "C", "C", "C", "C", "C", "C", "C", "C", "C", "C", "C", "C", "C", "C", "C", "C", "C", "C", "C", "C", "C", "C", "C", "C", "C", "C", "C", "C", "C", "C", "H", "H", "H", "H", "H", "H", "H", "H", "H", "H", "H", "H", "H", "H", "H", "H", "H", "H", "H", "H", "H", "H", "H", "H", "H", "H", "H", "H", "H", "H", "H", "H", "H", "H", "H", "H", "H", "H", "H", "H", "H", "H", "H", "H", "H", "H", "H", "H", "H", "H", "C", "C", "C", "C", "C", "C", "C", "C", "C", "C", "H", "H", "H", "H", "H", "H", "H", "H", "H", "H", "H", "H", "O", "C", "O", "C", "N", "C", "C", "C", "H", "H", "H", "H", "H", "H", "H", "H", "H"], "coordinates": [[0.28, -0.78, -2.06], [2.27, -1.39, -1.43], [3.18, -1.94, -2.78], [4.50, -2.26, -2.56], [5.31, -2.71, -3.61], [4.76, -2.80, -4.88], [3.44, -2.47, -5.10], [2.59, -2.03, -4.07], [0.83, -1.63, -4.27], [0.07, -2.96, -5.29], [-1.14, -3.50, -4.85], [-1.77, -4.51, -5.56], [-1.19, -5.01, -6.72], [-0.01, -4.46, -7.18], [0.60, -3.43, -6.49], [0.86, -0.45, -5.71], [-0.41, -0.05, -6.13], [-0.56, 0.88, -7.14], [0.56, 1.41, -7.77], [1.82, 1.02, -7.36], [1.97, 0.10, -6.33], [4.90, -2.16, -1.56], [6.34, -2.97, -3.43], [5.37, -3.12, -5.72], [3.07, -2.54, -6.11], [-1.58, -3.12, -3.94], [-2.71, -4.91, -5.22], [-1.68, -5.81, -7.27], [0.43, -4.82, -8.11], [1.48, -2.98, -6.93], [-1.27, -0.47, -5.63], [-1.55, 1.21, -7.43], [0.45, 2.15, -8.55], [2.70, 1.44, -7.83], [2.97, -0.18, -6.01], [5.93, 2.08, 1.62], [4.62, 2.74, 1.94], [3.88, 2.38, 3.06], [2.66, 2.97, 3.35], [1.91, 2.62, 4.59], [2.15, 3.92, 2.47], [2.90, 4.35, 1.37], [2.41, 5.47, 0.49], [4.12, 3.75, 1.13], [0.84, 4.55, 2.76], [0.85, 5.87, 3.20], [-0.33, 6.55, 3.43], [-1.52, 5.88, 3.25], [-1.54, 4.55, 2.85], [-0.37, 3.85, 2.59], [-0.45, 2.17, 1.28], [-0.91, 1.16, -1.72], [-2.43, 1.04, 1.76], [-1.12, -0.83, 1.61], [-0.81, -2.03, -0.18], [0.74, 0.36, 2.25], [-1.92, -2.09, 3.03], [-1.19, -2.57, 4.11], [-1.77, -3.43, 5.04], [-3.08, -3.84, 4.90], [-3.81, -3.39, 3.83], [-3.24, -2.52, 2.90], [-4.14, -2.08, 1.80], [-4.97, -0.98, 2.02], [-4.99, -0.29, 3.35], [-5.80, -0.55, 1.00], [-5.86, -1.23, -0.21], [-6.73, -0.74, -1.33], [-5.11, -2.39, -0.36], [-4.25, -2.83, 0.63], [-3.47, -4.10, 0.46], [0.24, -2.25, 4.35], [1.20, -3.13, 3.85], [0.77, -4.29, 3.02], [2.54, -2.90, 4.15], [2.92, -1.84, 4.96], [4.37, -1.59, 5.26], [1.95, -1.01, 5.49], [0.61, -1.20, 5.19], [-0.45, -0.29, 5.73], [-2.90, 3.97, 2.78], [-3.68, 4.07, 1.63], [-3.08, 4.50, 0.32], [-5.02, 3.71, 1.68], [-5.60, 3.27, 2.85], [-7.06, 2.91, 2.91], [-4.81, 3.13, 3.99], [-3.46, 3.46, 3.96], [-2.59, 3.24, 5.15], [6.23, 1.42, 2.42], [6.71, 2.82, 1.47], [5.83, 1.50, 0.71], [4.26, 1.61, 3.72], [2.55, 2.11, 5.30], [1.10, 1.95, 4.32], [1.48, 3.51, 5.04], [2.84, 6.42, 0.83], [1.33, 5.55, 0.52], [2.72, 5.32, -0.54], [4.71, 4.07, 0.27], [1.80, 6.37, 3.34], [-0.31, 7.59, 3.75], [-2.46, 6.39, 3.42], [-1.17, -3.77, 5.89], [-3.52, -4.51, 5.63], [-4.84, -3.69, 3.70], [-4.64, -0.95, 4.14], [-6.01, 0.05, 3.58], [-4.34, 0.59, 3.31], [-6.41, 0.33, 1.15], [-7.48, -0.03, -0.98], [-7.25, -1.57, -1.82], [-6.12, -0.25, -2.09], [-5.19, -2.96, -1.28], [-3.99, -4.77, -0.23], [-3.33, -4.60, 1.42], [-2.49, -3.86, 0.05], [0.05, -4.91, 3.56], [1.61, -4.91, 2.73], [0.27, -3.93, 2.12], [3.30, -3.56, 3.74], [4.98, -2.45, 4.99], [4.52, -1.37, 6.32], [4.72, -0.73, 4.69], [2.23, -0.19, 6.14], [-0.02, 0.48, 6.37], [-1.19, -0.86, 6.30], [-0.97, 0.19, 4.91], [-2.18, 5.10, 0.47], [-3.80, 5.07, -0.27], [-2.79, 3.61, -0.24], [-5.62, 3.79, 0.78], [-7.56, 3.19, 1.99], [-7.55, 3.41, 3.75], [-7.17, 1.83, 3.05], [-5.25, 2.74, 4.90], [-3.16, 2.87, 6.00], [-2.07, 4.16, 5.44], [-1.83, 2.50, 4.90], [1.81, 2.53, -1.20], [1.58, 2.13, -2.65], [2.85, 1.45, -3.19], [0.43, 1.15, -2.79], [1.35, 3.40, -3.47], [2.31, 4.40, -3.47], [2.14, 5.57, -4.19], [0.99, 5.75, -4.95], [0.03, 4.76, -4.96], [0.19, 3.61, -4.22], [1.75, 1.65, -0.55], [1.06, 3.24, -0.88], [2.79, 2.96, -1.06], [2.66, 1.02, -4.17], [3.14, 0.65, -2.51], [3.69, 2.14, -3.26], [0.13, 1.02, -3.84], [3.22, 4.27, -2.90], [2.89, 6.34, -4.15], [0.85, 6.67, -5.51], [-0.87, 4.89, -5.55], [-0.60, 2.88, -4.22], [-0.29, -5.48, -2.05], [0.60, -4.47, -2.10], [0.34, -3.38, -2.54], [1.98, -4.85, -1.61], [2.20, -6.30, -1.70], [3.21, -6.67, -0.70], [3.34, -5.46, 0.24], [2.14, -4.60, -0.11], [2.73, -4.27, -2.17], [2.47, -6.56, -2.63], [0.17, -6.25, -1.68], [4.18, -6.92, -1.15], [2.84, -7.56, -0.17], [4.27, -4.92, 0.04], [3.34, -5.76, 1.29], [2.27, -3.55, 0.14], [1.25, -4.97, 0.40]], "total_charge": -2, "lumo_energy_ev": 3.43, "homo_ev": -0.402, "relative_energy_ev": 0.3594, "spin_multiplicity": 1, "orbital_gap_ev": 3.8290, "fmax_ev_per_a": 2.68}